[1]
C29H39BrMgN3O | ωB97M-V with the def2-TZVPD basis set

Last column: Löwdin charge in e.
Geometry (Å):
Mg (-1.200, 1.207, 0.049)  0.36
O (-0.084, 1.930, 4.059)  -0.01
C (-0.298, 1.999, 2.841)  -0.52
N (-0.680, 1.054, 2.004)  -0.02
C (-0.923, -0.239, 2.579)  -0.15
C (-2.211, -0.804, 2.034)  -0.23
C (-2.915, -1.806, 2.691)  -0.02
C (-4.106, -2.256, 2.154)  -0.07
C (-4.572, -1.686, 0.980)  -0.06
C (-3.803, -0.702, 0.383)  -0.13
N (-2.645, -0.289, 0.884)  0.07
C (-0.167, 3.352, 2.160)  -0.19
C (-0.012, 4.495, 2.934)  0.00
C (0.072, 5.718, 2.297)  -0.07
C (0.004, 5.761, 0.912)  -0.06
C (-0.145, 4.568, 0.224)  -0.16
N (-0.220, 3.389, 0.830)  0.05
H (-0.962, -0.197, 3.673)  0.12
H (-0.124, -0.932, 2.301)  0.09
H (-2.530, -2.204, 3.621)  0.11
H (-4.674, -3.031, 2.652)  0.10
H (-5.508, -1.989, 0.532)  0.10
H (-4.115, -0.202, -0.525)  0.09
H (0.033, 4.382, 4.007)  0.11
H (0.188, 6.631, 2.870)  0.10
H (0.057, 6.695, 0.369)  0.10
H (-0.219, 4.552, -0.856)  0.10
C (-0.080, -1.862, -0.957)  -0.05
C (1.052, -1.369, -0.253)  -0.14
C (1.253, -0.033, -0.676)  -0.15
C (0.184, 0.279, -1.595)  -0.15
C (-0.584, -0.901, -1.818)  -0.25
C (-1.450, -1.203, -3.033)  -0.56
C (-2.278, -0.009, -3.497)  -0.07
C (-2.382, -2.393, -2.785)  -0.06
C (-0.497, -1.591, -4.176)  -0.05
C (2.434, 0.927, -0.485)  -0.51
C (2.248, 2.181, -1.354)  -0.07
C (3.736, 0.275, -0.976)  -0.05
C (2.621, 1.430, 0.951)  -0.03
C (1.850, -2.350, 0.625)  -0.52
C (2.858, -3.114, -0.252)  -0.05
C (0.915, -3.419, 1.233)  -0.07
C (2.602, -1.731, 1.808)  -0.06
H (-0.466, -2.865, -0.871)  0.09
H (0.203, 1.116, -2.281)  0.09
H (-2.992, 0.313, -2.744)  0.03
H (-2.827, -0.266, -4.407)  0.08
H (-1.647, 0.852, -3.719)  0.08
H (-3.120, -2.169, -2.019)  0.07
H (-1.825, -3.272, -2.466)  0.07
H (-2.915, -2.651, -3.705)  0.08
H (0.212, -0.784, -4.370)  0.08
H (-1.054, -1.791, -5.095)  0.07
H (0.076, -2.481, -3.912)  0.08
H (2.220, 1.931, -2.415)  0.08
H (3.086, 2.862, -1.186)  0.08
H (1.332, 2.714, -1.100)  0.05
H (3.602, -0.136, -1.978)  0.09
H (4.074, -0.529, -0.331)  0.05
H (4.535, 1.021, -1.013)  0.08
H (1.777, 2.048, 1.242)  0.05
H (3.526, 2.041, 1.014)  0.09
H (2.702, 0.627, 1.678)  0.05
H (2.339, -3.590, -1.084)  0.08
H (3.368, -3.888, 0.329)  0.08
H (3.613, -2.449, -0.667)  0.06
H (0.507, -4.081, 0.473)  0.07
H (0.078, -2.971, 1.764)  0.07
H (1.477, -4.038, 1.936)  0.08
H (3.394, -1.057, 1.503)  0.05
H (3.067, -2.530, 2.392)  0.08
H (1.933, -1.181, 2.469)  0.08
Br (-2.997, 2.696, -0.856)  -0.05

HOMO: -4.01 eV
total charge: -1

***

[2]
C10H30O10 | ωB97M-V with the def2-TZVPD basis set

Last column: Löwdin charge in e.
Geometry (Å):
C (-7.814, -9.087, -10.785)  -0.25
C (-7.883, -8.994, -12.292)  -0.22
O (-7.254, -10.130, -12.892)  -0.08
O (-8.508, -10.238, -10.330)  -0.05
H (-8.237, -8.190, -10.324)  0.12
H (-6.751, -9.135, -10.541)  0.12
H (-7.459, -8.078, -12.705)  0.11
H (-8.937, -8.987, -12.608)  0.13
H (-7.822, -10.885, -12.710)  0.10
H (-9.442, -10.012, -10.286)  0.09
C (-8.523, -3.109, -12.922)  -0.21
C (-7.372, -2.107, -12.987)  -0.25
O (-7.699, -0.943, -13.726)  -0.06
O (-8.842, -3.517, -14.267)  -0.08
H (-9.430, -2.630, -12.546)  0.12
H (-8.236, -4.020, -12.405)  0.11
H (-6.553, -2.678, -13.439)  0.12
H (-7.083, -1.748, -12.000)  0.12
H (-7.726, -1.172, -14.659)  0.07
H (-8.776, -2.760, -14.852)  0.06
C (-4.429, -10.436, -15.783)  -0.24
C (-4.174, -9.331, -14.788)  -0.23
O (-5.367, -8.650, -14.433)  -0.09
O (-5.055, -9.887, -16.950)  -0.07
H (-5.091, -11.184, -15.333)  0.12
H (-3.522, -10.943, -16.119)  0.12
H (-3.500, -8.561, -15.151)  0.13
H (-3.783, -9.839, -13.894)  0.12
H (-5.990, -9.278, -14.040)  0.05
H (-5.701, -10.507, -17.294)  0.08
C (-3.385, -7.567, -8.164)  -0.24
C (-4.746, -7.479, -7.510)  -0.26
O (-4.689, -7.506, -6.103)  -0.05
O (-2.705, -8.777, -7.842)  -0.06
H (-2.802, -6.704, -7.820)  0.12
H (-3.451, -7.490, -9.247)  0.09
H (-5.516, -8.103, -7.980)  0.12
H (-5.119, -6.478, -7.773)  0.11
H (-4.328, -8.356, -5.830)  0.08
H (-2.275, -8.639, -6.994)  0.08
C (-4.207, -6.323, -11.656)  -0.22
C (-4.802, -5.363, -10.659)  -0.27
O (-6.071, -5.725, -10.143)  -0.07
O (-5.054, -6.177, -12.822)  -0.09
H (-4.295, -7.367, -11.341)  0.11
H (-3.182, -6.072, -11.930)  0.12
H (-4.903, -4.396, -11.167)  0.12
H (-4.089, -5.194, -9.846)  0.11
H (-6.530, -5.940, -10.968)  0.07
H (-5.241, -7.040, -13.212)  0.04

SMILES string: OCCO.OCCO.OCCO.OCCO.OCCO
HOMO: -10.18 eV
relative energy (zero: lowest compared OMol25 entry of this formula, charge and spin): 17.5 kcal/mol

***

[3]
C24H30N6O2 | ωB97M-V with the def2-TZVPD basis set

Last column: Löwdin charge in e.
Geometry (Å):
C (-4.157, -0.142, 0.336)  -0.02
C (-3.802, -1.385, 1.070)  -0.31
N (-4.614, -1.920, 1.964)  0.12
N (-4.020, -3.030, 2.402)  -0.17
C (-2.820, -3.231, 1.807)  -0.23
C (-2.634, -2.171, 0.935)  -0.13
C (-1.492, -1.914, 0.003)  -0.09
N (-0.835, -0.640, 0.236)  0.00
C (-0.689, 0.327, -0.694)  -0.47
O (-0.214, 1.416, -0.412)  0.07
C (-1.083, 0.043, -2.147)  -0.07
H (-2.136, -0.227, -2.229)  0.11
H (-0.936, 0.994, -2.660)  0.13
C (-0.187, -1.034, -2.803)  -0.08
C (1.092, -1.118, -2.060)  -0.36
N (1.455, -2.041, -1.232)  0.10
N (2.619, -1.631, -0.672)  0.10
C (2.905, -0.485, -1.194)  -0.32
O (1.979, -0.107, -2.103)  0.16
C (3.987, 0.453, -0.810)  -0.04
C (3.291, 1.673, -0.282)  -0.18
C (2.832, 1.872, 0.988)  -0.06
N (2.145, 3.050, 1.057)  0.10
C (2.102, 3.614, -0.184)  -0.22
C (1.505, 4.788, -0.623)  -0.02
C (1.635, 5.110, -1.956)  -0.10
C (2.345, 4.288, -2.837)  -0.10
C (2.942, 3.125, -2.407)  -0.03
C (2.826, 2.774, -1.063)  -0.14
H (3.482, 2.493, -3.098)  0.11
H (2.419, 4.576, -3.876)  0.10
H (1.178, 6.013, -2.334)  0.10
H (0.951, 5.419, 0.056)  0.11
H (1.637, 3.379, 1.860)  0.16
H (2.971, 1.258, 1.858)  0.13
H (4.605, -0.025, -0.052)  0.13
H (4.594, 0.709, -1.680)  0.13
H (-0.646, -2.022, -2.777)  0.12
H (0.009, -0.763, -3.841)  0.12
C (-0.202, -0.376, 1.532)  -0.35
C (0.458, -1.615, 2.123)  -0.03
H (-0.284, -2.326, 2.471)  0.06
H (1.109, -2.089, 1.393)  0.06
H (1.066, -1.314, 2.973)  0.08
C (-1.175, 0.268, 2.520)  -0.03
H (-1.584, 1.181, 2.094)  0.08
H (-1.993, -0.404, 2.764)  0.07
H (-0.648, 0.522, 3.437)  0.08
H (0.582, 0.359, 1.311)  0.11
H (-1.889, -1.914, -1.010)  0.12
H (-0.754, -2.719, 0.071)  0.11
C (-1.997, -4.431, 2.106)  -0.02
H (-2.561, -5.340, 1.895)  0.08
H (-1.098, -4.436, 1.497)  0.08
H (-1.708, -4.454, 3.158)  0.09
C (-4.660, -3.857, 3.381)  -0.02
H (-4.853, -4.855, 2.981)  0.09
H (-4.042, -3.949, 4.276)  0.09
H (-5.605, -3.384, 3.640)  0.09
H (-4.381, -0.373, -0.706)  0.08
H (-5.037, 0.305, 0.790)  0.08
H (-3.335, 0.570, 0.358)  0.07

SMILES string: Cc1nn(C)c(C)c1CN(C(=O)CCc1nnc(Cc2c[nH]c3ccccc23)o1)C(C)C
HOMO: -7.75 eV
relative energy (zero: lowest compared OMol25 entry of this formula, charge and spin): 33.9 kcal/mol

***

[4]
C3H4I2 | ωB97M-V with the def2-TZVPD basis set

Last column: Löwdin charge in e.
Geometry (Å):
C (1.153, -0.294, 0.021)  -0.52
C (-0.294, 0.174, 0.312)  -0.31
C (-1.473, -0.068, -0.324)  -0.66
I (3.127, 0.897, 0.379)  0.54
I (-3.356, 0.792, 0.084)  0.75
H (1.225, -0.542, -1.071)  0.04
H (1.351, -1.104, 0.743)  0.03
H (-0.194, 0.641, 1.274)  0.07
H (-1.539, -0.497, -1.417)  0.06

SMILES string: I/C=C/CI
HOMO: -9.23 eV
relative energy (zero: lowest compared OMol25 entry of this formula, charge and spin): 17.1 kcal/mol

***

Question: Which value of HOMO does entry 4 give?
Answer: -9.23 eV

***

Question: HOMO of number 3 (C24H30N6O2)?
Answer: -7.75 eV